(1)
C4H5O2Sc | ωB97M-V with the def2-TZVPD basis set

Calculated values
Net charge: 0
HOMO level (alpha / beta) in hartree: -0.259 / -0.259
E_tot in eV: -29014.5055
LUMO level (alpha / beta) in eV: -2.183 / -2.180
Frontier orbital gap (alpha / beta) in eV: 4.86 / 4.86
2S+1: 1

Last column: Mulliken charge in e.
Cartesian coordinates (Å):
O (2.383, -0.817, -0.016)  -0.794
C (1.112, -0.996, 0.525)  -0.343
H (1.061, -0.634, 1.582)  0.212
H (0.712, -2.012, 0.292)  0.213
C (0.301, 0.028, -0.317)  -0.399
C (-1.011, 0.329, 0.372)  -0.795
C (-2.196, 0.175, -0.177)  0.669
O (-3.242, 0.143, -0.707)  -0.399
Sc (0.281, 3.191, -0.886)  0.686
H (0.069, -0.403, -1.306)  0.337
H (-1.030, 0.693, 1.405)  0.344
H (1.559, 0.303, -0.767)  0.270

***

(2)
C33H79N5O23S4 | ωB97M-V with the def2-TZVPD basis set

Calculated values
Net charge: 0
HOMO level in hartree: -0.323
E_tot in eV: -133384.6872
LUMO level in eV: 0.308
Frontier orbital gap in eV: 9.10
2S+1: 1

Last column: Mulliken charge in e.
Cartesian coordinates (Å):
C (6.506, 12.773, 17.229)  -1.227
C (6.579, 11.254, 17.151)  -0.290
O (7.235, 10.863, 15.890)  -0.117
S (7.327, 9.378, 15.457)  1.051
C (8.456, 8.601, 16.664)  -0.939
O (6.138, 8.646, 15.604)  -0.632
O (8.013, 9.508, 14.234)  -0.560
H (7.468, 13.302, 17.323)  0.305
H (5.912, 12.967, 18.096)  0.404
H (5.996, 13.069, 16.357)  0.324
H (7.103, 10.827, 17.966)  0.333
H (5.559, 10.811, 17.194)  0.326
H (9.453, 8.910, 16.331)  0.302
H (8.331, 7.575, 16.729)  0.376
H (8.281, 8.969, 17.708)  0.311
C (18.835, 17.757, 10.793)  -1.313
C (17.412, 17.702, 10.328)  0.373
O (16.827, 19.021, 10.223)  -0.247
S (15.413, 19.323, 9.472)  1.187
C (15.962, 20.328, 8.072)  -0.835
O (14.722, 18.041, 9.107)  -0.647
O (14.573, 20.133, 10.329)  -0.766
H (18.825, 18.259, 11.755)  0.144
H (19.534, 18.238, 10.099)  0.366
H (19.057, 16.751, 11.130)  0.417
H (17.419, 17.340, 9.299)  0.105
H (16.844, 17.087, 11.024)  0.215
H (16.747, 20.974, 8.487)  0.312
H (15.156, 20.862, 7.567)  0.390
H (16.407, 19.577, 7.449)  0.246
C (19.063, 14.246, 15.450)  -1.168
C (18.115, 13.059, 15.228)  -0.598
O (17.668, 13.064, 13.808)  -0.098
S (18.636, 12.347, 12.801)  1.385
C (17.553, 12.354, 11.401)  -0.803
O (19.843, 13.080, 12.558)  -0.732
O (18.876, 11.007, 13.290)  -0.657
H (18.510, 15.186, 15.251)  0.101
H (19.944, 14.104, 14.920)  0.492
H (19.392, 14.459, 16.451)  0.468
H (18.537, 12.111, 15.440)  0.627
H (17.196, 13.189, 15.881)  0.163
H (16.653, 11.753, 11.583)  0.213
H (18.246, 11.910, 10.681)  0.435
H (17.274, 13.360, 11.086)  0.241
C (15.912, 15.738, 18.739)  -1.197
C (16.181, 17.211, 18.349)  -0.227
O (17.581, 17.229, 17.917)  -0.106
S (18.383, 18.548, 18.141)  1.113
C (19.986, 18.000, 17.734)  -0.981
O (17.932, 19.597, 17.223)  -0.569
O (18.426, 18.915, 19.498)  -0.650
H (16.407, 15.025, 18.086)  0.095
H (14.834, 15.535, 18.811)  0.359
H (16.302, 15.743, 19.753)  0.425
H (15.518, 17.643, 17.657)  0.116
H (16.051, 17.915, 19.221)  0.535
H (20.168, 17.739, 16.661)  0.302
H (20.119, 16.957, 18.161)  0.291
H (20.703, 18.680, 18.078)  0.412
C (14.522, 13.426, 13.303)  -0.006
O (14.355, 14.562, 14.239)  -0.211
C (15.182, 15.558, 14.006)  0.272
O (15.967, 15.639, 13.072)  -0.682
O (14.944, 16.512, 14.912)  0.456
C (15.538, 17.787, 14.546)  -0.703
H (15.245, 12.763, 13.687)  -0.371
H (14.814, 13.765, 12.303)  0.167
H (13.479, 13.011, 13.311)  0.166
H (16.646, 17.699, 14.469)  0.241
H (15.228, 18.552, 15.292)  0.156
H (15.191, 18.026, 13.566)  0.218
C (18.404, 8.398, 11.482)  -0.625
O (17.923, 8.384, 12.843)  -0.327
C (16.742, 8.980, 13.002)  0.881
O (16.032, 9.441, 12.158)  -0.627
O (16.645, 9.055, 14.343)  -0.317
C (15.506, 9.799, 14.820)  -0.159
H (17.923, 9.156, 10.889)  0.285
H (18.069, 7.440, 11.014)  0.307
H (19.508, 8.412, 11.562)  0.209
H (14.534, 9.400, 14.578)  0.365
H (15.488, 10.823, 14.431)  -0.148
H (15.590, 9.797, 15.891)  0.272
C (11.247, 18.264, 17.570)  -0.986
N (11.683, 17.012, 16.924)  -0.069
C (12.172, 16.009, 17.624)  0.699
C (12.806, 14.920, 16.811)  -0.628
O (12.176, 16.026, 18.862)  -0.734
H (10.448, 17.940, 18.286)  0.332
H (10.833, 18.915, 16.818)  0.348
H (12.014, 18.756, 18.185)  0.251
H (11.890, 17.139, 15.959)  0.263
H (12.623, 13.877, 17.152)  0.415
H (13.856, 15.083, 16.697)  -0.020
H (12.487, 15.029, 15.768)  0.258
C (15.361, 14.659, 6.853)  -1.079
N (16.247, 15.783, 7.182)  -0.019
C (16.814, 16.564, 6.233)  0.799
C (17.290, 16.012, 4.955)  -1.356
O (16.999, 17.730, 6.508)  -0.626
H (14.501, 14.711, 7.519)  0.351
H (15.898, 13.716, 7.047)  0.267
H (15.016, 14.764, 5.865)  0.414
H (16.039, 16.302, 8.029)  0.146
H (16.411, 16.095, 4.300)  0.333
H (17.464, 14.928, 4.966)  0.371
H (18.104, 16.580, 4.504)  0.331
C (10.350, 10.755, 12.129)  -0.818
N (9.336, 11.762, 12.565)  -0.111
C (9.569, 13.088, 12.644)  0.709
C (8.453, 13.944, 13.091)  -0.889
O (10.662, 13.582, 12.313)  -0.669
H (10.605, 11.010, 11.170)  0.348
H (9.943, 9.703, 12.262)  0.261
H (11.214, 10.864, 12.796)  0.213
H (8.422, 11.391, 12.861)  0.243
H (8.870, 14.779, 13.672)  0.255
H (7.728, 13.383, 13.633)  0.227
H (7.930, 14.330, 12.228)  0.264
C (16.231, 22.432, 15.198)  -0.887
N (17.312, 22.258, 14.200)  -0.192
C (17.356, 21.169, 13.409)  0.431
C (18.566, 20.996, 12.544)  -0.604
O (16.484, 20.318, 13.491)  -0.237
H (16.658, 22.980, 16.035)  0.418
H (16.029, 21.467, 15.645)  0.182
H (15.350, 22.894, 14.837)  0.305
H (18.121, 22.861, 14.210)  0.238
H (19.213, 21.911, 12.348)  0.405
H (18.172, 20.661, 11.553)  -0.145
H (19.290, 20.239, 13.043)  0.180
C (11.742, 17.866, 12.003)  -0.926
N (12.558, 19.006, 12.350)  0.171
C (12.711, 19.474, 13.608)  0.468
C (13.428, 20.766, 13.777)  -0.560
O (12.194, 18.898, 14.593)  -0.621
H (12.245, 16.932, 12.132)  0.288
H (11.469, 17.981, 10.881)  0.321
H (10.761, 17.878, 12.531)  0.251
H (13.135, 19.404, 11.640)  0.129
H (12.741, 21.629, 13.927)  0.377
H (14.022, 20.996, 12.900)  0.174
H (14.010, 20.696, 14.682)  0.023

***

(3)
C23H13AuCl2F5N2OS | ωB97M-V with the def2-TZVPD basis set

Calculated values
Net charge: +1
HOMO level in hartree: -0.393
E_tot in eV: -82238.0731
LUMO level in eV: -5.148
Frontier orbital gap in eV: 5.54
Energy relative to the best compared isomer or geometry (same formula, charge and spin) in kJ/mol: 0.0
2S+1: 1

Last column: Mulliken charge in e.
Cartesian coordinates (Å):
Au (-2.463, 0.331, 0.535)  0.310
N (-7.831, -3.027, -1.921)  -0.394
C (-6.708, -2.918, -1.708)  -0.092
C (-5.302, -2.769, -1.450)  0.051
C (-4.377, -3.717, -1.874)  -0.099
C (-3.038, -3.498, -1.604)  -0.828
C (-2.670, -2.351, -0.929)  -0.036
N (-3.564, -1.437, -0.511)  -0.257
C (-4.855, -1.643, -0.772)  -0.148
H (-4.708, -4.600, -2.404)  0.525
H (-2.282, -4.205, -1.913)  0.413
H (-1.630, -2.148, -0.705)  0.398
H (-5.565, -0.902, -0.437)  0.519
Cl (-4.892, 1.113, 1.057)  -0.130
C (-4.914, 2.825, 0.439)  -0.352
Cl (-3.571, 3.152, -0.627)  -0.070
H (-4.888, 3.464, 1.312)  0.335
H (-5.841, 2.906, -0.115)  0.384
F (-0.825, -1.383, 2.471)  -0.269
C (-0.862, -0.136, 2.940)  0.884
C (-1.511, 0.863, 2.236)  -0.618
C (-1.489, 2.159, 2.710)  0.653
F (-2.084, 3.140, 2.028)  -0.251
C (-0.882, 2.455, 3.916)  0.211
F (-0.896, 3.693, 4.387)  -0.271
C (-0.262, 1.443, 4.634)  0.585
F (0.313, 1.717, 5.788)  -0.263
C (-0.252, 0.143, 4.149)  0.219
F (0.341, -0.819, 4.838)  -0.273
C (8.666, 0.556, -1.686)  -1.139
C (7.288, 0.113, -1.278)  0.826
O (7.022, -0.410, -0.234)  -0.500
S (6.099, 0.438, -2.598)  -0.245
C (4.481, 0.306, -1.900)  0.586
C (4.150, -0.353, -0.719)  -0.567
C (2.837, -0.351, -0.280)  -0.555
C (1.840, 0.291, -1.012)  0.551
C (2.170, 0.918, -2.214)  -0.766
C (3.479, 0.925, -2.651)  -0.725
C (0.495, 0.312, -0.521)  0.209
C (-0.639, 0.324, -0.108)  -0.561
H (9.357, 0.335, -0.877)  0.313
H (8.670, 1.622, -1.911)  0.340
H (8.974, 0.026, -2.589)  0.329
H (4.909, -0.864, -0.151)  0.527
H (2.581, -0.860, 0.640)  0.440
H (1.400, 1.403, -2.800)  0.419
H (3.732, 1.419, -3.580)  0.382